[1]
Computed, not measured: a gas-phase ion, C4H7N4O2S (charge +1) at a distorted geometry, with the ωB97M-V functional and the def2-TZVPD basis.

Positions of all 18 atoms, in Å:
O 3.42 -1.25 0.88
C 2.61 -0.64 0.23
O 2.60 -0.57 -1.14
C 1.57 0.20 0.95
N 0.49 0.72 0.10
S 0.80 2.14 -0.81
C -0.68 0.11 0.04
N -1.01 -0.99 0.69
C -2.24 -1.25 0.35
N -2.71 -0.35 -0.48
N -1.72 0.53 -0.71
H 1.96 -1.19 -1.49
H 2.03 1.05 1.43
H 1.17 -0.40 1.75
H -0.11 2.98 -0.27
H -2.77 -2.11 0.70
H -3.62 -0.32 -0.90
H -1.80 1.34 -1.30

Calculated values
Relative energy (zero: lowest compared OMol25 entry of this formula, charge and spin)   0.0 kcal per mole
Largest force on an atom   0.037 Eh/bohr
Charge   +1
HOMO-LUMO gap   0.3699 hartree
SMILES   O=C(O)CN(S)c1nc[nH][nH+]1

=====

[2]
Computed, not measured: a molecular structure, C9H6N4PtS2Se2Te2, with the ωB97M-V functional and the def2-TZVPD basis.

Positions of all 26 atoms, in Å:
Pt 0.63 0.68 1.27
Se -0.95 0.44 3.36
Te -2.08 2.59 2.71
Te 0.16 3.35 1.31
Se -0.79 4.37 -0.72
S 2.53 0.36 -0.42
C 2.60 -0.50 1.10
S 2.32 -2.16 1.27
C 2.74 0.35 2.28
C 2.81 -0.25 3.58
N 2.90 -0.68 4.65
C 3.35 1.65 2.22
N 3.83 2.69 2.25
N -2.14 -2.02 -3.66
C -1.78 -1.33 -2.49
C -1.65 0.05 -2.48
C -1.28 0.68 -1.31
N -1.06 0.03 -0.17
C -1.22 -1.30 -0.17
C -1.58 -2.02 -1.29
H -1.87 -1.53 -4.50
H -1.82 -2.97 -3.67
H -1.80 0.63 -3.38
H -1.14 1.76 -1.27
H -1.03 -1.79 0.78
H -1.67 -3.09 -1.24

Calculated values
Spin multiplicity   3
Relative energy (zero: lowest compared OMol25 entry of this formula, charge and spin)   23.5 kcal per mole
Largest force on an atom   0.007 Eh/bohr
Charge   -2
HOMO-LUMO gap (alpha / beta)   0.1799 / 0.2035 hartree

=====

[3]
Computed, not measured: a molecular structure, C31H50AsN4O10PSTa at a distorted geometry, with the ωB97M-V functional and the def2-TZVPD basis.

Positions of all 99 atoms, in Å:
Ta -0.40 -0.14 0.66
O -2.40 -2.32 2.80
C -1.30 -2.29 2.33
O -0.60 -1.11 2.29
C -0.54 -3.46 1.81
C -1.02 -4.70 2.24
C -0.40 -5.87 1.87
C 0.71 -5.81 1.04
C 1.18 -4.59 0.59
C 0.57 -3.39 0.95
S 1.30 -1.94 0.27
H -1.89 -4.71 2.88
H -0.78 -6.82 2.22
H 1.21 -6.72 0.73
H 2.03 -4.56 -0.08
O -3.29 -2.41 -1.13
C -2.73 -1.55 -0.52
O -1.39 -1.47 -0.39
C -3.38 -0.39 0.26
O -4.52 -0.03 0.07
O -2.50 0.18 1.03
C 2.44 0.37 5.60
N 2.42 -0.06 4.23
C 3.34 -1.10 3.82
C 1.64 0.53 3.32
O 1.66 0.27 2.12
H 3.36 0.91 5.84
H 2.35 -0.49 6.26
H 1.59 1.03 5.79
H 4.35 -0.70 3.72
H 3.00 -1.51 2.86
H 3.34 -1.88 4.57
H 0.94 1.27 3.75
C -3.75 -3.23 -5.34
C -3.36 -2.03 -4.53
C -2.06 -1.89 -4.06
C -1.69 -0.83 -3.25
C -0.26 -0.73 -2.78
C -2.66 0.12 -2.91
C -2.38 1.15 -1.94
O -1.41 1.15 -1.18
C -3.97 0.03 -3.43
C -5.05 1.04 -3.12
C -4.30 -1.05 -4.22
H -2.90 -3.63 -5.89
H -4.55 -2.99 -6.04
H -4.12 -4.01 -4.67
H -1.31 -2.62 -4.34
H 0.39 -1.22 -3.51
H -0.12 -1.24 -1.82
H 0.07 0.31 -2.65
H -3.11 1.96 -1.86
H -5.35 0.99 -2.07
H -5.93 0.81 -3.72
H -4.75 2.06 -3.35
H -5.31 -1.14 -4.60
C 3.33 2.47 -3.14
N 2.19 2.01 -2.35
C 1.02 2.84 -2.56
P 2.44 1.30 -0.88
O 1.06 0.84 -0.46
N 3.57 0.16 -1.16
C 3.45 -0.75 -2.29
C 4.42 -0.37 -0.10
N 3.09 2.27 0.28
C 4.46 2.75 0.18
C 2.23 3.23 0.97
H 3.58 3.51 -2.90
H 3.07 2.41 -4.19
H 4.20 1.85 -2.96
H 1.23 3.89 -2.31
H 0.19 2.48 -1.94
H 0.73 2.80 -3.61
H 2.82 -0.31 -3.06
H 3.01 -1.69 -1.96
H 4.44 -0.94 -2.71
H 4.26 0.18 0.82
H 5.47 -0.30 -0.40
H 4.16 -1.41 0.08
H 5.05 2.09 -0.46
H 4.91 2.76 1.17
H 4.49 3.76 -0.23
H 1.22 2.84 1.06
H 2.22 4.19 0.45
H 2.63 3.40 1.97
C -2.46 0.90 3.86
As -1.95 2.15 2.51
C -1.19 3.64 3.45
C -3.40 2.88 1.52
O -0.60 1.66 1.54
H -3.15 1.44 4.51
H -1.57 0.61 4.41
H -2.93 0.01 3.42
H -1.73 3.79 4.39
H -1.27 4.54 2.84
H -0.14 3.46 3.67
H -3.94 3.55 2.20
H -4.05 2.10 1.13
H -2.97 3.47 0.70

Calculated values
Relative energy (zero: lowest compared OMol25 entry of this formula, charge and spin)   35.3 kcal per mole
Largest force on an atom   0.021 Eh/bohr
Charge   +1
HOMO-LUMO gap   0.2674 hartree

=====

[4]
Computed, not measured: 6 unconnected molecules or ions with the total composition C21H59N7O6 at a distorted geometry, with the ωB97M-V functional and the def2-TZVPD basis.

Positions of all 93 atoms, in Å:
C 16.52 20.03 -2.01
O 16.03 20.02 -3.15
N 16.55 19.12 -1.05
N 17.19 21.07 -1.49
H 16.74 19.39 -0.10
H 16.09 18.24 -1.23
H 17.23 21.89 -2.08
H 17.24 21.16 -0.49
C 19.97 17.41 -7.70
C 20.22 18.59 -6.74
C 19.59 18.56 -5.31
O 19.92 19.72 -4.61
C 19.03 20.81 -4.91
N 21.66 18.72 -6.66
H 20.23 16.42 -7.34
H 20.50 17.62 -8.63
H 18.88 17.35 -7.82
H 19.95 19.50 -7.29
H 20.18 17.83 -4.74
H 18.53 18.30 -5.32
H 19.20 21.74 -4.36
H 17.99 20.56 -4.69
H 19.09 21.09 -5.96
H 22.16 17.84 -6.74
H 21.83 18.94 -5.68
C 18.03 12.45 -5.96
C 16.58 12.66 -6.47
C 16.08 11.54 -7.42
O 16.59 11.62 -8.80
C 16.15 12.79 -9.43
N 15.72 12.83 -5.31
H 18.18 11.52 -5.41
H 18.27 13.36 -5.40
H 18.70 12.48 -6.82
H 16.60 13.67 -6.89
H 14.99 11.42 -7.42
H 16.54 10.62 -7.07
H 16.62 12.87 -10.41
H 16.56 13.72 -9.03
H 15.11 13.05 -9.62
H 15.75 13.76 -4.91
H 14.72 12.82 -5.44
C 16.97 13.64 -0.06
C 15.63 14.29 0.32
C 15.04 15.22 -0.77
O 13.68 15.66 -0.36
C 12.93 16.33 -1.33
N 14.63 13.26 0.58
H 17.30 12.78 0.53
H 17.85 14.26 0.09
H 17.04 13.21 -1.06
H 15.72 14.77 1.29
H 15.05 14.74 -1.75
H 15.63 16.12 -0.95
H 11.96 16.57 -0.88
H 12.66 15.61 -2.10
H 13.47 17.18 -1.76
H 14.56 12.60 -0.18
H 13.80 13.82 0.46
C 11.98 21.41 -5.45
C 11.98 20.72 -6.79
C 13.23 21.23 -7.59
O 13.54 20.39 -8.73
C 12.59 20.43 -9.77
N 11.99 19.30 -6.55
H 11.17 21.13 -4.78
H 11.97 22.50 -5.54
H 12.79 21.13 -4.78
H 11.07 21.02 -7.30
H 14.11 21.36 -6.96
H 13.02 22.24 -7.94
H 11.63 19.99 -9.50
H 12.99 19.91 -10.64
H 12.33 21.41 -10.16
H 12.18 18.96 -7.48
H 12.85 19.09 -6.07
C 14.61 16.47 -6.28
C 14.85 17.07 -4.95
C 16.25 16.85 -4.40
O 16.46 15.43 -4.01
C 17.65 15.14 -3.34
N 14.70 18.51 -5.26
H 14.66 15.39 -6.17
H 15.23 16.85 -7.10
H 13.56 16.55 -6.55
H 14.05 16.75 -4.29
H 16.43 17.39 -3.47
H 16.93 17.19 -5.18
H 17.71 15.57 -2.34
H 18.61 15.35 -3.81
H 17.79 14.06 -3.23
H 15.18 18.58 -6.14
H 15.22 19.01 -4.55

Calculated values
Relative energy (zero: lowest compared OMol25 entry of this formula, charge and spin)   76.7 kcal per mole
Largest force on an atom   0.076 Eh/bohr
HOMO-LUMO gap   0.3344 hartree
SMILES   COC[C@H](C)N.COC[C@H](C)N.COC[C@H](C)N.COC[C@H](C)N.COC[C@H](C)N.NC(N)=O

=====

[5]
Computed, not measured: a gas-phase ion, C4H8NO2 (charge -1), with the ωB97M-V functional and the def2-TZVPD basis.

Positions of all 15 atoms, in Å:
C -0.26 -0.28 0.13
N -0.95 -0.48 -1.12
C -2.10 -1.34 -1.16
O -2.73 -1.32 -2.24
O -2.34 -1.95 -0.10
C 0.99 0.56 -0.07
C 1.63 0.94 1.27
H 0.00 -1.27 0.53
H -0.90 0.15 0.91
H -1.04 0.34 -1.70
H 1.67 0.07 -0.76
H 0.69 1.50 -0.55
H 1.84 0.03 1.85
H 2.56 1.49 1.17
H 0.94 1.56 1.84

Calculated values
Relative energy (zero: lowest compared OMol25 entry of this formula, charge and spin)   1.8 kcal per mole
Largest force on an atom   0.013 Eh/bohr
Charge   -1
HOMO-LUMO gap   0.2758 hartree
SMILES   CCCNC(=O)[O-]

=====

[6]
Computed, not measured: a molecular structure, C15H7CuN2O6, with the ωB97M-V functional and the def2-TZVPD basis.

Positions of all 31 atoms, in Å:
Cu 1.01 -0.53 0.38
O 4.07 4.99 3.35
C 2.96 5.05 2.77
O 2.18 6.02 2.64
C 2.45 3.72 2.18
C 1.21 3.68 1.53
C 0.76 2.48 1.00
N 1.46 1.35 1.08
C 2.65 1.37 1.69
C 3.17 2.53 2.25
C 3.42 0.03 1.74
O 4.49 0.02 2.35
O 2.81 -0.95 1.22
H 0.63 4.59 1.47
H -0.19 2.40 0.50
H 4.14 2.51 2.74
O 0.30 -3.66 -0.66
C -0.50 -2.78 -0.89
N -0.42 -1.44 -0.57
C -1.54 -0.80 -1.03
O -1.82 0.38 -0.93
C -2.44 -1.80 -1.73
C -3.66 -1.66 -2.35
C -4.23 -2.81 -2.90
C -3.58 -4.04 -2.82
C -2.35 -4.16 -2.18
C -1.80 -3.02 -1.64
H -4.14 -0.70 -2.41
H -5.19 -2.75 -3.41
H -4.05 -4.92 -3.26
H -1.83 -5.11 -2.11

Calculated values
Relative energy (zero: lowest compared OMol25 entry of this formula, charge and spin)   0.4 kcal per mole
Largest force on an atom   0.011 Eh/bohr
Charge   -2
HOMO-LUMO gap   0.2372 hartree

=====

Among the records above, which one has the highest largest force on an atom?
C21H59N7O6